32
Properties=species:S:1:pos:R:3 method="wB97M-V/def2-TZVPD" homo_lumo_gap_ev="7.09 / 7.09" lumo_ev="0.0 / 0.0" e_above_lowest_kj_mol=361.9
C 0.292 1.480 -2.226
C 1.361 0.485 -2.406
C 2.500 0.313 -1.751
C 2.858 0.849 -0.483
C 2.018 0.952 0.575
N 2.317 1.691 1.680
N 1.271 1.744 2.566
C 0.325 0.961 2.107
C 0.606 0.443 0.771
C -0.086 -0.418 -0.046
C -1.375 -1.057 0.400
C -1.998 -1.927 -0.708
C -2.384 -0.003 0.842
C -1.139 -1.969 1.694
H -0.664 1.100 -2.022
H 0.111 1.944 -3.162
H 0.715 2.185 -1.516
H 1.098 -0.166 -3.281
H 3.137 -0.480 -2.022
H 3.862 1.072 -0.355
H 3.043 2.321 1.641
H -0.664 0.752 2.627
H 0.320 -0.700 -0.919
H -3.027 -2.122 -0.461
H -1.394 -2.832 -0.784
H -1.992 -1.437 -1.675
H -2.827 -0.166 1.824
H -1.955 1.187 0.898
H -3.121 0.115 0.100
H -0.519 -2.770 1.463
H -2.061 -2.164 2.158
H -0.630 -1.384 2.473